Formula: C12H40BO12
Source: the Open Molecules 2025 dataset
Level of theory: ωB97M-V/def2-TZVPD

For the total energy, the calculation gives -1408.87886 Eh. The energy above the lowest of the compared OMol25 structures with the same formula, charge and spin comes out at 9.7 kcal per mole. Its charge is -1. As for the HOMO energy: -0.2566 Ha. The calculation puts the HOMO-LUMO gap at 9.5922 eV.

Each line ends with the natural charge from an NBO analysis.
Cartesian coordinates (Å):
B: -9.70977 20.49408 9.34633  -0.792
H: -9.87367 21.61809 8.92319  -0.015
H: -10.40921 19.72024 8.72886  -0.024
H: -8.53261 20.17841 9.29159  -0.060
H: -10.00725 20.52215 10.53077  -0.029
C: -12.66179 22.01121 11.35449  -0.085
C: -12.80235 20.53065 11.58839  -0.094
O: -12.54065 19.78555 10.44625  -0.754
O: -11.33561 22.47192 11.22514  -0.764
H: -13.17842 22.59523 12.11799  0.169
H: -13.21428 22.20723 10.41592  0.152
H: -13.83653 20.35221 11.90008  0.167
H: -12.17000 20.23498 12.44118  0.163
H: -11.69336 20.06262 10.07080  0.510
H: -10.83310 21.86436 10.66322  0.508
C: -10.93227 17.39417 12.54837  -0.084
C: -11.35705 16.82854 13.84950  -0.071
O: -12.21456 15.72114 13.61874  -0.723
O: -9.92277 18.33947 12.81151  -0.736
H: -11.81510 17.84081 12.07184  0.177
H: -10.57273 16.60828 11.87301  0.159
H: -11.81718 17.63334 14.44201  0.155
H: -10.47127 16.53540 14.43620  0.152
H: -12.60132 15.43862 14.45013  0.464
H: -9.59057 18.61109 11.94294  0.501
C: -8.19045 23.15459 6.90874  -0.085
C: -9.07345 24.22571 7.54446  -0.092
O: -9.88616 24.89105 6.55442  -0.736
O: -8.89671 22.01622 6.50178  -0.738
H: -7.39879 22.90097 7.62605  0.172
H: -7.73775 23.62188 6.02892  0.167
H: -8.43320 24.96497 8.03527  0.158
H: -9.74741 23.76351 8.26461  0.191
H: -9.55292 25.78572 6.46952  0.459
H: -9.23392 21.57049 7.29813  0.498
C: -6.87301 21.51970 12.56624  -0.081
C: -7.73882 22.41707 11.68906  -0.083
O: -7.36928 22.29184 10.33344  -0.761
O: -7.28930 21.62760 13.91787  -0.735
H: -5.82397 21.77938 12.41314  0.155
H: -7.03370 20.48911 12.22486  0.162
H: -7.56387 23.44986 12.01886  0.159
H: -8.79974 22.20941 11.84760  0.186
H: -7.90928 21.58148 9.94866  0.508
H: -7.50054 20.74693 14.23142  0.475
C: -12.15599 20.43638 4.58492  -0.074
C: -11.68515 19.82690 5.86851  -0.087
O: -10.74132 18.83153 5.60710  -0.731
O: -11.22476 21.24865 3.92121  -0.719
H: -13.11682 20.94826 4.75651  0.146
H: -12.41846 19.61932 3.90170  0.171
H: -12.56601 19.42994 6.40098  0.151
H: -11.28601 20.61582 6.52537  0.166
H: -10.44736 18.44469 6.44343  0.494
H: -11.09653 22.07482 4.39733  0.475
C: -9.00136 16.52964 8.85019  -0.084
C: -7.74678 17.03040 9.56152  -0.096
O: -8.13037 17.99396 10.54710  -0.777
O: -9.43428 17.48196 7.87482  -0.777
H: -9.79454 16.43676 9.59935  0.173
H: -8.84691 15.59129 8.31834  0.174
H: -7.13734 17.54738 8.81669  0.181
H: -7.24222 16.20576 10.06244  0.175
H: -8.20322 18.85460 10.09451  0.506
H: -9.52748 18.34376 8.32935  0.506



Formula: C12H40FN8O7P3S
Source: the Open Molecules 2025 dataset
Level of theory: ωB97M-V/def2-TZVPD

The SMILES is N=P(O)(O)N(O)S(=O)(=O)F.CN(C)P(=O)(N(C)C)N(C)C.CN(C)P(=O)(N(C)C)N(C)C. For the total energy, the calculation gives -2967.80940 Eh. The energy above the lowest of the compared OMol25 structures with the same formula, charge and spin comes out at 132.4 kcal per mole. As for the HOMO energy: -0.2984 Ha. The calculation puts the HOMO-LUMO gap at 7.2145 eV.

Each line ends with the Löwdin charge.
Cartesian coordinates (Å):
N: 0.10051 -0.50528 5.45511  -0.145
P: 0.60812 -0.98465 4.03623  0.558
O: 0.42178 0.30825 2.98138  -0.161
O: -0.34147 -2.25114 3.53246  -0.143
N: 2.32067 -1.40789 3.95106  -0.314
O: 2.54720 -2.14436 2.77481  -0.082
S: 2.79942 -2.47696 5.21891  0.759
O: 4.13805 -3.00493 4.85025  -0.268
O: 1.85061 -3.57599 5.49539  -0.281
F: 3.05708 -1.55191 6.56333  -0.175
H: 0.88389 -0.56715 6.11484  -0.032
H: 0.88823 1.02923 3.43999  0.093
H: -0.13017 -3.06616 4.02034  0.079
H: 1.84086 -1.97673 2.12316  0.093
O: -2.52128 2.89591 1.73443  -0.306
P: -3.38666 2.25407 0.63965  0.772
N: -4.75758 3.29912 0.87272  -0.308
C: -6.15758 2.97011 0.65538  -0.140
C: -4.53462 4.66852 0.40491  -0.152
N: -3.58627 0.76279 1.53162  -0.337
C: -4.81085 0.42919 2.23601  -0.149
C: -2.46828 0.41121 2.41831  -0.162
N: -4.17267 1.50816 -0.77751  -0.274
C: -4.08480 0.05554 -1.00313  -0.131
C: -3.57676 2.12466 -1.99563  -0.144
H: -6.40763 2.84038 -0.40530  0.077
H: -6.79318 3.77662 1.03675  0.083
H: -6.48237 2.09047 1.19718  0.048
H: -4.63479 4.74141 -0.68632  0.064
H: -3.53789 5.02122 0.67859  0.072
H: -5.25011 5.36180 0.85411  0.079
H: -5.07405 1.16549 3.00274  0.091
H: -4.72232 -0.54914 2.72157  0.084
H: -5.65051 0.29414 1.55040  0.057
H: -2.50548 0.96893 3.36319  0.089
H: -1.51509 0.61297 1.93935  0.041
H: -2.48387 -0.65549 2.65762  0.074
H: -3.05955 -0.31289 -0.91972  0.085
H: -4.45456 -0.19488 -2.00310  0.082
H: -4.72085 -0.50564 -0.32311  0.067
H: -2.52394 1.84575 -2.10529  0.077
H: -3.62701 3.21507 -1.95194  0.064
H: -4.11715 1.81811 -2.89487  0.081
O: 3.13713 -1.60479 -0.33441  -0.313
P: 3.12789 -1.53926 -1.86957  0.776
N: 4.84499 -1.73039 -2.05648  -0.306
C: 5.67708 -1.18757 -3.11933  -0.137
C: 5.31899 -3.08304 -1.75346  -0.147
N: 2.69736 0.15738 -1.89117  -0.341
C: 3.66024 1.20574 -2.17646  -0.149
C: 1.88977 0.61355 -0.75182  -0.155
N: 2.90697 -1.61637 -3.63748  -0.271
C: 1.95126 -0.72152 -4.31256  -0.130
C: 2.44766 -2.99421 -3.97152  -0.142
H: 5.49522 -1.66331 -4.09112  0.078
H: 6.73442 -1.34370 -2.88054  0.084
H: 5.58160 -0.11518 -3.23617  0.048
H: 5.12781 -3.77132 -2.58720  0.065
H: 4.82808 -3.48302 -0.86361  0.073
H: 6.39289 -3.09027 -1.55239  0.081
H: 4.49973 1.21416 -1.47348  0.091
H: 3.18021 2.19029 -2.14348  0.083
H: 4.03634 1.14414 -3.19964  0.058
H: 2.50490 0.79235 0.14020  0.080
H: 1.12163 -0.11902 -0.49687  0.064
H: 1.37124 1.54422 -0.99479  0.078
H: 0.97408 -0.71904 -3.82424  0.086
H: 1.80952 -1.03472 -5.35203  0.084
H: 2.31910 0.29946 -4.37776  0.068
H: 1.44508 -3.18336 -3.57624  0.080
H: 3.11702 -3.74735 -3.54947  0.065
H: 2.43467 -3.15174 -5.05278  0.082